Entry 1:
16
Properties=species:S:1:pos:R:3:forces:R:3 method="wB97M-V/def2-TZVPD" energy_ev=-8403.808 homo_lumo_gap_ev=10.617 relative_energy_ev=1.739 multiplicity=1 smiles="CC(C)C=O.O"
C -1.175 -1.033 -0.572 0.2 0.0 -0.3
C -0.059 0.007 -0.597 0.4 0.2 -1.2
C -0.466 1.384 -0.097 0.1 0.1 -0.3
C 1.316 -0.444 -0.438 0.4 -0.3 0.9
O 2.254 0.244 -0.063 0.0 -0.4 -0.3
H -0.912 -1.878 -1.211 -0.2 -0.1 0.0
H -1.353 -1.415 0.445 0.3 0.3 -0.3
H -2.118 -0.598 -0.928 0.3 -0.1 0.0
H 0.496 0.090 -1.674 -2.2 0.4 0.2
H -0.929 1.889 -0.946 0.0 0.3 0.1
H -1.218 1.375 0.708 0.4 -0.4 -0.3
H 0.407 1.951 0.235 -0.1 0.0 -0.1
H 1.433 -1.482 -0.804 0.4 0.0 0.0
O 0.600 -0.390 1.970 0.2 0.1 0.7
H 0.332 0.380 2.477 -0.1 -0.1 0.2
H 1.393 -0.080 1.497 -0.1 0.0 0.6

=====

Entry 2:
16
Properties=species:S:1:pos:R:3:forces:R:3 method="wB97M-V/def2-TZVPD" energy_ev=-8401.234 homo_lumo_gap_ev=9.484 relative_energy_ev=4.313 multiplicity=1
C 1.580 1.232 -0.007 0.2 0.2 0.0
O 0.735 0.242 0.540 0.0 -0.1 0.0
C 0.215 -0.626 -0.446 0.0 -0.2 -0.1
C -0.267 -1.889 0.246 -0.1 0.0 0.0
C -2.123 0.852 -0.452 -0.3 0.2 0.3
O -1.485 1.804 0.183 -0.1 -0.1 0.0
H 2.407 0.770 -0.567 -0.1 0.1 0.1
H 1.025 1.906 -0.673 0.1 -0.1 0.1
H 1.991 1.803 0.830 -0.1 0.0 -0.1
H 0.989 -0.855 -1.187 0.1 -0.1 0.1
H 0.570 -2.549 0.496 -0.1 0.2 0.0
H -0.967 -2.437 -0.389 0.1 0.0 0.0
H -0.779 -1.635 1.181 0.0 0.0 -0.2
H -0.584 -0.121 -1.040 0.3 -0.3 0.2
H -2.211 -0.021 0.251 0.0 0.2 -0.1
H -1.096 1.524 1.033 -0.1 0.0 0.0

=====

Entry 3:
16
Properties=species:S:1:pos:R:3:forces:R:3 method="wB97M-V/def2-TZVPD" energy_ev=-8401.811 homo_lumo_gap_ev=8.995 relative_energy_ev=3.736 multiplicity=1 smiles="O/C=C/O.CC"
O 2.639 0.846 -0.359 0.0 0.0 -0.1
C 1.307 0.954 -0.004 0.5 1.9 0.2
C 0.441 1.846 -0.585 1.3 -1.2 -0.3
O -0.848 1.789 -0.349 -1.3 -2.5 1.0
H 2.761 1.158 -1.263 0.0 0.0 0.0
H 1.181 0.687 1.039 -0.2 -0.5 -0.1
H 0.744 2.419 -1.466 0.0 0.0 0.0
H -1.036 0.666 -0.168 0.4 3.0 -0.8
C -0.963 -1.556 1.103 0.0 0.0 -0.1
C -0.940 -0.965 -0.304 1.9 -0.4 0.1
H 0.021 -1.937 1.381 0.0 0.0 0.0
H -1.676 -2.379 1.180 0.0 0.0 0.1
H -1.237 -0.793 1.833 -0.1 -0.1 0.1
H -1.959 -0.762 -0.651 0.3 0.7 0.0
H -0.596 -1.705 -1.029 0.0 -0.2 0.0
H 0.161 -0.269 -0.360 -2.7 -0.8 -0.2

=====

Entry 4:
16
Properties=species:S:1:pos:R:3:forces:R:3 method="wB97M-V/def2-TZVPD" energy_ev=-8394.725 homo_lumo_gap_ev="12.419 / 6.315" relative_energy_ev=2.186 multiplicity=2 total_charge=+1
C 0.763 -1.437 -0.694 -1.3 0.3 -0.1
O -0.502 -1.881 -0.171 -0.1 0.1 -0.6
C 0.954 -0.050 -0.113 1.7 -1.5 0.0
C -0.372 0.763 0.013 -0.3 1.1 0.5
C -0.647 1.301 1.399 -0.2 0.8 -0.7
O -0.585 1.695 -0.987 -0.1 -0.5 0.9
H 1.465 -2.194 -0.334 0.6 0.4 -0.2
H 0.745 -1.363 -1.786 0.0 -0.5 0.0
H -0.802 -2.646 -0.689 -0.1 0.1 0.2
H 1.368 -0.225 0.885 -0.5 0.6 0.2
H 1.723 0.490 -0.664 -0.2 0.3 -0.1
H -1.093 -0.036 -0.288 -0.3 -1.2 0.2
H -1.193 2.239 1.281 0.2 0.1 0.2
H -1.297 0.670 2.002 0.1 -0.5 -0.2
H 0.276 1.458 1.947 0.1 0.1 0.1
H -0.803 1.215 -1.801 0.4 0.2 -0.5

=====

Entry 5:
17
Properties=species:S:1:pos:R:3:forces:R:3 method="wB97M-V/def2-TZVPD" energy_ev=-19239.218 homo_lumo_gap_ev=9.297 relative_energy_ev=1.773 multiplicity=1 smiles="O=CCCCS.O"
O -1.879 2.631 1.089 -1.0 -0.1 0.1
C -0.823 2.176 1.397 1.6 -1.1 -1.3
C -0.391 0.658 1.138 -1.1 1.9 0.1
C -0.786 0.238 -0.298 1.5 0.7 -1.1
C -0.753 -1.270 -0.389 1.0 0.2 -0.8
S -0.709 -1.793 -2.169 -0.3 -0.2 0.9
H -0.024 2.889 1.673 0.2 -0.2 0.5
H 0.660 0.506 1.458 -0.6 -0.1 -0.5
H -1.065 0.084 1.765 0.1 -0.2 0.5
H -0.106 0.706 -1.141 -1.2 -0.9 1.8
H -1.793 0.512 -0.518 -0.7 0.9 0.0
H 0.262 -1.475 -0.074 0.0 -0.8 0.5
H -1.533 -1.779 0.208 0.5 0.3 -0.4
H 0.047 -2.839 -1.824 0.0 -0.2 -0.5
O 2.613 -0.462 -1.009 1.4 0.7 1.3
H 2.932 0.307 -0.461 -0.7 -0.9 -0.9
H 3.348 -1.089 -0.846 -0.7 0.2 -0.4

=====

Entry 6:
17
Properties=species:S:1:pos:R:3:forces:R:3 method="wB97M-V/def2-TZVPD" energy_ev=-19239.276 homo_lumo_gap_ev=9.476 relative_energy_ev=1.716 multiplicity=1 smiles="O=CCCCS.O"
O 1.943 0.305 3.219 0.1 -0.3 0.3
C 1.566 -0.240 2.208 0.2 1.1 0.8
C 0.890 0.627 1.163 -1.6 -2.4 -0.8
C -0.399 -0.059 0.581 -1.0 -1.0 2.6
C -1.107 0.651 -0.553 0.1 1.4 0.8
S -2.722 -0.076 -0.981 0.6 -1.4 0.8
H 1.793 -1.327 2.129 -0.4 0.2 -0.7
H 1.480 0.530 0.270 1.1 1.1 -0.3
H 0.661 1.574 1.619 0.5 0.6 -0.3
H -0.052 -1.071 0.306 -0.5 0.3 -0.2
H -1.148 -0.211 1.466 1.1 0.2 -1.5
H -0.422 0.804 -1.397 -0.5 -0.3 0.1
H -1.470 1.639 -0.213 0.8 -0.2 0.0
H -2.811 0.725 -1.981 -0.5 0.9 -1.4
O 0.569 -1.012 -2.354 0.1 0.1 0.1
H 1.332 -1.580 -2.493 -0.1 -0.1 -0.2
H -0.103 -1.278 -2.989 0.1 -0.1 0.0

=====

Entry 7:
18
Properties=species:S:1:pos:R:3:forces:R:3 method="wB97M-V/def2-TZVPD" energy_ev=-30068.251 homo_lumo_gap_ev=3.969 relative_energy_ev=7.976 multiplicity=1
C 2.328 0.516 0.832 1.2 -2.4 -1.4
C 2.513 -0.411 -0.325 -4.4 -2.1 1.9
O 2.860 -0.177 -1.410 1.5 1.4 -4.1
C 1.863 -0.238 2.069 1.4 0.5 0.3
S 0.134 -0.625 2.057 -0.7 -0.1 0.0
S -2.066 -0.240 -1.951 0.0 0.5 -0.1
C -0.958 -0.428 -0.647 0.1 -1.1 -0.9
H 2.005 1.495 0.513 0.6 0.4 0.4
H 3.409 0.090 0.581 0.8 2.6 2.6
H 2.198 -1.439 -0.060 0.5 -0.4 0.3
H 2.515 -1.135 2.103 -0.8 -0.1 -0.3
H 2.210 0.264 2.972 -0.5 0.4 0.1
H -1.378 0.073 0.271 0.0 0.0 0.8
H -0.953 -1.482 -0.411 0.1 -0.2 0.6
H 0.039 -0.076 -0.784 0.5 0.3 -0.4
H -3.237 1.296 -1.026 -0.2 -0.1 -0.2
H -4.363 2.334 -1.140 0.0 0.0 -0.1
O -3.629 2.057 -0.587 0.0 0.4 0.5

=====

Entry 8:
17
Properties=species:S:1:pos:R:3:forces:R:3 method="wB97M-V/def2-TZVPD" energy_ev=-10448.411 homo_lumo_gap_ev=10.674 relative_energy_ev=4.832 multiplicity=1
C -1.980 -1.477 -0.990 -0.5 0.1 -0.3
O -0.896 -1.187 -0.153 0.4 0.1 -0.2
C -0.590 0.152 -0.061 -2.2 1.2 3.7
C 0.608 0.374 0.770 2.1 -0.5 -2.2
O 1.277 -0.536 1.224 -0.5 0.7 0.3
C 1.134 1.799 0.790 0.4 1.2 0.6
O 2.448 1.836 1.266 0.2 -0.2 0.2
H -2.121 -2.559 -0.999 0.1 0.2 0.0
H -1.807 -1.127 -2.016 0.1 -0.1 0.1
H -2.883 -0.988 -0.610 -0.1 -0.1 0.0
H 1.223 -0.896 -2.116 -0.6 -2.6 3.9
H -0.742 0.825 -0.927 0.2 -0.6 0.3
H -1.244 0.666 0.919 0.4 -0.9 -2.6
H 1.065 -1.504 -1.172 0.7 2.6 -4.1
H 0.544 2.420 1.465 -0.5 0.0 0.0
H 1.167 2.337 -0.168 -0.6 -0.6 -0.2
H 2.629 0.910 1.450 0.5 -0.4 0.3